1.
This record from OMol25 describes a structure of composition C21H59AsF6N5NiO6 in a non-equilibrium geometry. The level of theory is ωB97M-V/def2-TZVPD.

Kohn-Sham gap (alpha / beta)	8.1 / 3.6	eV
multiplicity	3
net charge	+1
E_LUMO (alpha / beta)	-1.94 / -5.50	eV

The geometry in XYZ format:
```
99
Properties=species:S:1:pos:R:3:mulliken_charge:R:1
Ni 4.219 -2.157 -1.697 0.48
As 1.109 -1.023 0.566 1.92
F 2.185 -2.065 1.424 -0.61
F 2.113 0.281 1.131 -0.55
F 0.145 0.196 -0.215 -0.47
F 0.088 -2.318 0.057 -0.49
F 0.094 -0.866 1.945 -0.51
F 2.061 -1.251 -0.821 -0.23
C -0.590 -5.590 0.602 -0.37
O -1.326 -4.425 0.927 -0.57
H 0.070 -5.904 1.423 0.21
H -1.320 -6.384 0.474 0.32
H 0.034 -5.406 -0.277 0.04
H -0.824 -3.626 0.740 0.42
C -5.863 -0.261 2.705 -1.47
C -4.898 0.892 2.907 0.37
C -3.643 0.393 3.556 -0.90
O -2.592 1.336 3.592 -0.26
C -1.435 0.797 4.182 -0.56
N -4.637 1.659 1.641 -0.28
H -6.791 0.078 2.246 0.41
H -6.192 -0.720 3.645 0.42
H -5.355 -1.058 2.156 0.31
H -5.400 1.658 3.506 0.39
H -3.301 -0.534 3.054 0.23
H -3.848 0.029 4.575 0.54
H -1.653 0.280 5.124 0.46
H -0.789 1.639 4.441 0.20
H -0.890 0.106 3.525 0.09
H -5.597 1.725 1.287 0.35
H -4.283 0.984 0.947 -0.07
C 0.553 2.793 1.849 -1.34
C -0.842 3.416 1.748 0.58
C -0.859 4.768 1.057 -1.03
O -2.213 5.157 0.974 -0.21
C -2.346 6.572 0.980 -0.89
N -1.631 2.397 1.037 0.69
H 0.980 2.483 0.898 0.32
H 0.568 1.964 2.550 0.24
H 1.212 3.585 2.220 0.54
H -1.313 3.603 2.713 0.21
H -0.476 4.725 0.028 0.32
H -0.286 5.464 1.675 0.55
H -1.647 7.065 0.294 0.36
H -2.155 6.929 1.995 0.32
H -3.341 6.841 0.638 0.23
H -1.398 1.470 1.411 -0.33
H -1.370 2.383 0.051 0.20
C -3.999 2.905 -3.477 -1.56
C -3.975 2.367 -2.069 0.09
C -3.311 1.036 -1.915 -0.87
O -3.183 0.726 -0.522 0.12
C -2.720 -0.569 -0.327 -0.80
N -3.303 3.364 -1.112 -0.45
H -4.465 3.886 -3.563 0.44
H -4.426 2.192 -4.185 0.38
H -2.975 3.089 -3.837 0.36
H -4.991 2.402 -1.668 0.26
H -2.329 0.947 -2.393 0.33
H -4.002 0.265 -2.285 0.51
H -1.922 -0.845 -1.022 0.38
H -3.487 -1.343 -0.489 0.37
H -2.362 -0.705 0.694 -0.02
H -2.358 3.425 -1.524 0.25
H -3.663 4.234 -1.517 0.28
C 3.935 1.241 -4.315 -1.52
C 4.383 0.175 -3.324 0.19
C 4.521 0.733 -1.919 -0.88
O 4.919 -0.314 -1.040 -0.14
C 5.494 0.176 0.159 -0.91
N 3.416 -0.972 -3.267 -0.37
H 3.777 0.811 -5.305 0.38
H 4.618 2.086 -4.355 0.41
H 2.935 1.593 -4.026 0.36
H 5.396 -0.127 -3.600 0.34
H 3.664 1.326 -1.570 0.27
H 5.364 1.440 -1.908 0.58
H 4.801 0.828 0.684 0.26
H 6.435 0.703 -0.063 0.36
H 5.878 -0.686 0.702 0.27
H 2.587 -0.440 -3.003 0.16
H 3.273 -1.289 -4.221 0.33
C 4.269 -5.317 1.146 -1.47
C 4.269 -4.495 -0.149 0.25
C 2.949 -4.660 -0.860 -0.72
O 2.981 -3.819 -2.013 -0.20
C 1.862 -3.987 -2.872 -0.84
N 4.563 -3.059 0.138 -0.31
H 3.839 -4.737 1.968 0.34
H 5.275 -5.588 1.468 0.40
H 3.674 -6.229 1.070 0.41
H 5.059 -4.877 -0.796 0.35
H 2.106 -4.391 -0.214 0.06
H 2.871 -5.705 -1.175 0.66
H 2.186 -3.667 -3.858 0.19
H 1.020 -3.373 -2.532 0.18
H 1.486 -5.012 -2.887 0.44
H 3.977 -2.648 0.877 0.14
H 5.356 -3.176 0.784 0.35
```

---

2.
This record from OMol25 describes a cluster of 2 separate species, C3H10NO in total in a non-equilibrium geometry. The level of theory is ωB97M-V/def2-TZVPD.

Kohn-Sham gap (alpha / beta)	2.9 / 6.6	eV
multiplicity	2
energy relative to the best compared isomer or geometry (same formula, charge and spin)	1.100	eV
net charge	-2
E_LUMO (alpha / beta)	7.02 / 7.01	eV

The geometry in XYZ format:
```
15
Properties=species:S:1:pos:R:3:nbo_charge:R:1
C -3.666 0.285 0.872 -0.22
O -2.277 0.338 0.814 -1.00
H -4.083 1.306 1.009 0.07
H -4.042 -0.140 -0.085 0.08
H -4.015 -0.396 1.678 0.07
C 2.449 -1.018 0.253 -0.98
N 1.581 -0.506 -0.798 -0.69
C 1.943 0.844 -1.215 -0.57
H 3.508 -1.035 -0.022 0.10
H 2.253 -0.583 1.240 0.15
H 2.291 -2.095 0.515 0.15
H 0.651 -0.752 -0.489 0.37
H 2.639 0.716 -2.049 0.15
H 2.295 1.483 -0.405 0.16
H 1.031 1.249 -1.674 0.18
```